4 unconnected molecules or ions with the total composition C34H46F2NO7P in a non-equilibrium geometry. Source: the Open Molecules 2025 dataset; level of theory: ωB97M-V with the def2-TZVPD basis set.

Last column: Mulliken charge in e.
Atoms and positions in Å:
C -4.377 4.678 -2.677  -1.211
C -2.963 4.952 -3.180  -0.470
C -1.995 5.207 -2.027  0.027
F -1.011 6.097 -2.420  -0.373
C -1.321 3.914 -1.607  0.613
C -0.298 3.400 -2.410  -1.049
C 0.333 2.198 -2.091  0.822
C 1.439 1.709 -2.998  -1.619
C 2.823 2.153 -2.486  -0.094
F 2.694 2.854 -1.286  -0.346
C -0.084 1.489 -0.954  0.127
C -1.089 2.034 -0.147  0.916
C -1.707 3.241 -0.456  -1.397
C -1.497 1.308 1.078  -0.136
O -1.916 1.889 2.046  -0.654
C -1.346 -0.168 1.036  0.565
C -2.191 -0.947 1.807  -1.393
C -2.060 -2.327 1.744  -0.562
C -1.103 -2.943 0.938  1.538
P -1.004 -4.768 0.911  0.228
O 0.481 -4.912 1.572  -0.523
O -2.048 -5.228 2.080  -0.491
C -0.247 -2.146 0.146  -0.195
C 0.767 -2.797 -0.775  -1.362
C 0.094 -3.430 -1.999  0.993
C 0.387 -4.863 -2.338  -1.230
N -0.696 -2.784 -2.746  -0.816
C -0.359 -0.745 0.215  -0.002
C 0.527 0.195 -0.547  0.159
O 1.678 -0.045 -0.810  -0.632
H -4.995 4.372 -3.516  0.385
H -4.345 3.824 -2.000  0.278
H -4.804 5.530 -2.158  0.324
H -2.930 5.759 -3.909  0.451
H -2.631 4.054 -3.696  0.241
H -2.526 5.583 -1.152  0.461
H 0.023 3.938 -3.289  0.511
H 1.279 2.196 -3.958  0.631
H 1.397 0.638 -3.163  0.367
H 3.483 1.314 -2.294  0.344
H 3.295 2.835 -3.182  0.234
H -2.482 3.647 0.175  0.525
H -2.953 -0.501 2.426  0.548
H -2.737 -2.924 2.338  0.383
H 0.809 -5.798 1.378  0.329
H -2.268 -4.545 2.728  0.292
H 1.446 -2.064 -1.181  0.556
H 1.342 -3.539 -0.233  0.426
H 1.337 -5.168 -1.907  0.298
H -0.411 -5.479 -1.936  0.250
H 0.401 -4.999 -3.414  0.418
H -0.825 -1.830 -2.401  0.287
C -0.051 -10.378 1.596  -0.565
C -1.531 -10.120 1.326  -0.584
C -1.661 -8.646 1.680  -0.425
O -0.396 -8.050 1.377  -0.220
C 0.576 -9.071 1.134  -0.546
H 0.348 -11.245 1.072  0.329
H 0.115 -10.520 2.666  0.270
H -1.750 -10.275 0.267  0.273
H -2.201 -10.752 1.908  0.342
H -1.862 -8.507 2.746  0.284
H -2.440 -8.136 1.113  0.253
H 0.795 -9.094 0.060  0.323
H 1.496 -8.828 1.669  0.283
C -0.858 1.097 5.770  -0.469
C -1.204 2.441 5.136  -0.058
C -2.111 3.053 6.194  -0.495
O -1.667 2.544 7.456  -0.398
C -0.753 1.467 7.244  -0.453
H 0.056 0.650 5.382  0.371
H -1.677 0.390 5.616  0.207
H -0.300 3.044 5.021  0.234
H -1.681 2.354 4.161  0.018
H -3.154 2.749 6.046  0.273
H -2.069 4.142 6.212  0.284
H 0.256 1.813 7.494  0.256
H -1.010 0.643 7.911  0.288
C 5.190 6.729 -2.494  -0.581
C 4.912 7.125 -3.941  -0.530
C 4.741 5.766 -4.605  -0.524
O 4.198 4.895 -3.609  -0.361
C 4.280 5.521 -2.322  -0.295
H 4.980 7.519 -1.774  0.345
H 6.235 6.434 -2.381  0.272
H 3.982 7.694 -4.001  0.265
H 5.704 7.719 -4.395  0.334
H 5.704 5.360 -4.934  0.273
H 4.067 5.795 -5.462  0.280
H 3.272 5.821 -2.018  0.221
H 4.658 4.801 -1.597  0.252

Results
**E_HOMO**: -0.3237 hartree

***

A molecular structure, C34H46N4O11SSiV. Source: the Open Molecules 2025 dataset; level of theory: ωB97M-V with the def2-TZVPD basis set.

Last column: Mulliken charge in e.
Atoms and positions in Å:
V -1.960 3.196 0.988  -0.094
O -2.810 4.902 1.358  -0.138
C -2.474 6.053 0.812  0.357
C -3.332 7.157 0.919  -0.689
C -2.986 8.380 0.366  -0.472
C -1.785 8.541 -0.315  -0.706
C -0.933 7.446 -0.433  -0.805
C -1.256 6.218 0.115  0.729
C -0.344 5.031 -0.057  -0.264
N -1.054 3.893 -0.530  0.491
C -0.301 2.915 -1.310  -1.328
C 0.093 1.760 -0.403  -0.008
N -1.118 1.392 0.345  0.140
C -1.022 0.210 0.913  0.029
C -1.980 -0.602 1.558  0.418
C -1.427 -1.669 2.323  -0.726
C -2.205 -2.563 2.997  -0.610
C -3.616 -2.428 2.907  -0.314
C -4.194 -1.465 2.142  -0.693
C -3.416 -0.510 1.374  0.683
O -3.970 0.292 0.594  -0.767
H -4.266 7.022 1.449  0.451
H -3.665 9.220 0.467  0.376
H -1.515 9.497 -0.745  0.367
H 0.009 7.549 -0.963  0.334
H 0.493 5.307 -0.708  0.378
H 0.582 3.376 -1.765  0.407
H -0.932 2.535 -2.121  0.277
H 0.883 2.076 0.285  0.330
H 0.463 0.912 -0.985  0.007
H -0.022 -0.239 0.891  0.130
H -0.344 -1.744 2.359  0.366
H -1.760 -3.358 3.581  0.412
H -4.247 -3.123 3.454  0.337
H -5.271 -1.373 2.061  0.400
C -3.762 3.324 -2.478  -1.380
C -4.448 3.112 -1.179  0.160
N -3.855 2.941 -0.021  0.717
C -4.828 2.753 0.918  -0.023
C -6.051 2.826 0.322  -0.064
N -5.785 3.046 -1.012  -0.073
C -7.445 2.704 0.780  0.478
O -7.628 2.467 2.062  -0.585
O -8.362 2.830 -0.008  -0.691
C -4.391 2.502 2.323  1.206
O -5.241 2.321 3.202  -0.927
O -3.127 2.513 2.483  -0.647
H -2.886 3.950 -2.311  0.174
H -4.426 3.800 -3.200  0.463
H -3.428 2.366 -2.881  0.218
H -6.504 3.126 -1.710  0.253
H -6.742 2.375 2.548  0.441
C 1.702 -6.078 -0.554  -1.689
C 1.965 -5.270 0.717  2.130
C 0.725 -4.467 1.092  -1.804
C 2.353 -6.199 1.863  -1.969
O 3.089 -4.439 0.484  -0.031
Si 3.200 -2.885 -0.109  0.022
S 2.617 -1.388 1.146  -0.859
O 2.358 -2.991 -1.543  0.261
C 2.357 -2.143 -2.679  1.924
C 2.857 -0.735 -2.358  -1.216
C 3.254 -2.787 -3.735  -1.780
C 0.913 -2.080 -3.166  -1.809
O 4.787 -2.819 -0.625  -0.078
C 5.988 -3.106 0.066  1.835
C 7.055 -2.197 -0.538  -1.862
C 5.870 -2.839 1.565  -1.594
C 6.341 -4.574 -0.180  -1.467
H 0.864 -6.766 -0.409  0.422
H 2.592 -6.653 -0.820  0.380
H 1.473 -5.400 -1.375  0.139
H -0.117 -5.135 1.285  0.594
H 0.450 -3.786 0.284  0.264
H 0.912 -3.854 1.974  0.332
H 1.552 -6.910 2.079  0.411
H 2.554 -5.611 2.760  0.399
H 3.258 -6.752 1.601  0.380
H 3.901 -0.760 -2.044  0.128
H 2.281 -0.306 -1.537  0.017
H 2.767 -0.099 -3.243  0.551
H 4.269 -2.867 -3.344  0.154
H 3.268 -2.194 -4.654  0.418
H 2.890 -3.791 -3.967  0.360
H 0.283 -1.635 -2.394  0.290
H 0.545 -3.089 -3.368  0.352
H 0.830 -1.484 -4.079  0.447
H 6.782 -1.154 -0.372  0.385
H 7.122 -2.369 -1.615  0.319
H 8.034 -2.385 -0.089  0.425
H 5.557 -1.810 1.745  0.358
H 6.832 -3.024 2.051  0.489
H 5.118 -3.491 2.011  0.204
H 6.428 -4.758 -1.253  0.317
H 5.546 -5.207 0.215  0.074
H 7.287 -4.836 0.303  0.431
O -0.444 3.677 1.836  -0.223
O 0.327 4.685 1.208  -0.360

Results
**E_HOMO (alpha / beta)**: -0.0873 / -0.0878 hartree
**Energy above the lowest of the compared OMol25 structures with the same formula, charge and spin**: 81.5 kJ/mol
**Total charge**: -2
**Expectation value of S²**: 0.773
**Spin multiplicity**: 2

***

9 unconnected molecules or ions with the total composition C34H46O14 in a non-equilibrium geometry. Source: the Open Molecules 2025 dataset; level of theory: ωB97M-V with the def2-TZVPD basis set.

Last column: Mulliken charge in e.
Atoms and positions in Å:
C 2.653 5.259 0.577  -0.847
O 1.771 4.149 0.856  -0.633
H 3.544 4.955 0.259  0.413
H 2.475 5.834 1.485  0.281
H 2.237 5.823 -0.467  0.200
H 2.385 3.450 1.206  0.340
C -4.662 -3.882 -0.276  -0.633
O -3.789 -4.983 -0.045  -0.599
H -4.821 -3.777 -1.311  0.353
H -4.247 -3.024 -0.070  0.039
H -5.636 -3.958 0.050  0.501
H -4.216 -5.575 0.462  0.297
C 0.592 -0.500 -5.031  -0.553
O 0.600 -1.458 -6.072  -0.573
H -0.195 -0.564 -4.310  0.289
H 0.592 0.511 -5.470  0.356
H 1.589 -0.564 -4.466  0.206
H 1.509 -1.889 -6.254  0.330
C -0.917 5.236 2.942  -0.689
O -0.740 4.243 2.068  -0.387
H -0.866 5.166 4.017  0.275
H -1.860 5.893 2.826  0.220
H 0.020 5.780 2.722  0.276
H 0.026 4.365 1.628  0.263
C -0.212 -5.945 -1.306  -0.551
C 0.953 -6.636 -1.522  -0.663
C 1.823 -6.134 -2.572  0.584
C 1.411 -4.961 -3.271  -0.510
C 0.274 -4.213 -2.969  -0.683
C -0.601 -4.700 -1.962  0.206
O -1.797 -4.108 -1.757  -0.332
O 2.961 -6.811 -2.946  -0.477
H -0.896 -6.298 -0.517  0.299
H 1.254 -7.493 -1.011  0.432
H 2.042 -4.404 -3.953  0.315
H 0.001 -3.368 -3.347  0.983
H -2.497 -4.540 -1.357  0.279
H 3.285 -7.198 -2.299  0.241
C -0.057 1.241 0.785  -1.908
C -1.005 0.329 1.241  -1.740
C -1.317 -0.858 0.575  -0.219
C -0.813 -1.139 -0.711  -0.555
C 0.070 -0.117 -1.150  -0.186
C 0.452 0.993 -0.361  1.169
O 1.258 1.919 -1.045  -0.474
O -2.214 -1.801 1.037  -0.582
H 0.154 2.020 1.196  1.235
H -1.324 0.604 2.083  2.239
H -0.839 -1.911 -1.270  0.742
H 0.422 -0.077 -2.231  -0.075
H 1.492 2.542 -0.345  0.293
H -2.855 -1.250 1.283  0.017
C -3.981 1.964 1.192  -0.325
C -4.617 0.666 0.899  -0.650
C -5.292 -0.088 1.961  0.493
C -5.519 0.481 3.164  -0.418
C -4.914 1.783 3.464  -0.931
C -4.177 2.414 2.407  0.436
O -3.504 3.591 2.695  -0.519
O -5.790 -1.307 1.665  -0.372
H -3.419 2.430 0.440  0.584
H -4.616 0.207 -0.014  0.489
H -6.184 0.003 3.842  0.380
H -5.202 2.154 4.458  0.408
H -2.735 3.846 2.371  0.357
H -6.483 -1.353 2.218  0.262
C 6.195 1.326 -5.386  -0.588
C 6.389 1.512 -4.052  -0.399
C 5.320 1.911 -3.238  0.448
C 3.945 2.017 -3.726  -0.524
C 3.776 1.752 -5.165  -0.809
C 4.903 1.593 -5.978  0.210
O 4.723 1.452 -7.306  -0.529
O 5.521 2.145 -1.909  -0.517
H 6.963 1.152 -5.971  0.553
H 7.447 1.306 -3.592  0.232
H 3.105 2.145 -3.028  0.452
H 2.907 1.874 -5.514  0.882
H 3.820 1.237 -7.486  0.307
H 6.052 2.760 -1.582  0.277
C 0.782 1.409 6.179  -0.802
C 1.480 0.980 5.010  -0.508
C 1.079 -0.090 4.276  0.828
C -0.038 -0.787 4.526  -0.098
C -0.759 -0.450 5.725  -0.662
C -0.361 0.586 6.464  0.705
O -0.959 0.877 7.705  -0.493
O 2.014 -0.637 3.359  -0.627
H 0.965 2.224 6.818  0.423
H 2.530 1.371 4.721  0.319
H -0.429 -1.598 3.777  0.098
H -1.475 -1.222 6.266  0.259
H -0.591 1.463 8.166  0.227
H 1.706 -1.255 2.578  0.339

Results
**E_HOMO**: -0.2771 hartree
**Energy above the lowest of the compared OMol25 structures with the same formula, charge and spin**: 17.7 kJ/mol